A cluster of 2 separate species, C3H5FOS in total at a distorted geometry, computed with the ωB97M-V functional and the def2-TZVPD basis.

Summary:
- Gap between HOMO and LUMO (spin up / spin down): 9.2 / 7.9 eV
- HOMO energy (spin up / spin down): -0.36470 / -0.32160 hartree
- E_LUMO (spin up / spin down): -0.71 / -0.82 eV
- Net charge: 0
- Spin multiplicity: 1
- Energy relative to the best compared isomer or geometry (same formula, charge and spin): 4.170 eV

Cartesian coordinates (Å):
1 C -2.1521 -1.3390 0.3926
2 C -0.8913 -1.5301 0.1421
3 C 1.0607 1.7250 -0.2079
4 O 3.0095 -0.0433 -0.4904
5 F -0.2699 -2.5963 -0.3356
6 S 2.0241 0.3532 0.5297
7 H -2.5181 -0.4068 0.7759
8 H -2.8977 -2.1174 0.2329
9 H 0.8383 1.4779 -1.2398
10 H 1.6461 2.6397 -0.1676
11 H 0.1505 1.8371 0.3682



A structure of composition C3H5FeLiO3 at a distorted geometry, computed with the ωB97M-V functional and the def2-TZVPD basis.

Summary:
- Gap between HOMO and LUMO (spin up / spin down): 7.8 / 9.3 eV
- HOMO energy (spin up / spin down): -0.43701 / -0.54361 hartree
- E_LUMO (spin up / spin down): -4.05 / -5.53 eV
- <S²>: 8.754
- Net charge: +1
- Spin multiplicity: 6
- Energy relative to the best compared isomer or geometry (same formula, charge and spin): 0.000 eV

Cartesian coordinates (Å):
1 O -1.2033 0.5825 -0.0656
2 C -0.7968 1.3316 0.9920
3 C -0.8728 -0.8131 0.0180
4 O -0.7850 2.5472 0.8055
5 O 1.1609 0.2362 -0.3696
6 C 0.4890 -0.9765 -0.6371
7 H -1.6853 -1.4013 -0.4223
8 H -0.7324 -1.1390 1.0593
9 H 0.3547 -1.3036 -1.6817
10 H 1.0063 -1.8296 -0.1628
11 H -0.4610 0.8583 1.9337
12 Li 0.3997 1.6616 -1.3890
13 Fe 3.1258 0.2458 -0.0804



A structure of composition C3H5FeO4 at a distorted geometry, computed with the ωB97M-V functional and the def2-TZVPD basis.

Summary:
- Gap between HOMO and LUMO (spin up / spin down): 8.5 / 6.3 eV
- HOMO energy (spin up / spin down): -0.73986 / -0.73780 hartree
- E_LUMO (spin up / spin down): -11.60 / -13.82 eV
- <S²>: 8.767
- Net charge: +2
- Spin multiplicity: 6
- Energy relative to the best compared isomer or geometry (same formula, charge and spin): 2.486 eV

Cartesian coordinates (Å):
1 O 0.7453 0.9207 2.2351
2 C -0.1707 1.0207 1.4734
3 O -0.1708 0.5669 0.2199
4 O -1.3778 1.5485 1.6636
5 H -1.4373 1.9827 2.5248
6 C 0.1470 -1.2918 -1.3873
7 O -0.7928 -0.5868 -2.0843
8 C 0.9146 -0.4323 -0.3969
9 H 1.2104 -1.5306 -1.8391
10 H -0.2728 -2.1757 -0.8704
11 H 1.5658 0.2913 -0.9015
12 H 1.3291 -0.9992 0.4434
13 Fe -1.6898 0.6855 -1.0805



A structure of composition C3H5I2NO2 at a distorted geometry, computed with the ωB97M-V functional and the def2-TZVPD basis.

Summary:
- Gap between HOMO and LUMO (spin up / spin down): 8.4 / 8.4 eV
- HOMO energy (spin up / spin down): -0.34155 / -0.34158 hartree
- E_LUMO (spin up / spin down): -0.90 / -0.90 eV
- Net charge: 0
- Spin multiplicity: 1
- Energy relative to the best compared isomer or geometry (same formula, charge and spin): 3.545 eV

Cartesian coordinates (Å):
1 C 1.0425 -1.6116 0.7606
2 C 2.2733 -0.8918 0.3030
3 C -2.0875 1.7594 -0.6014
4 N -1.0970 1.1408 0.2542
5 O 0.7152 -1.7440 1.8887
6 O -0.2211 0.4742 -0.2804
7 I -0.3980 -2.2615 -0.6437
8 I -3.9292 0.8279 -0.2162
9 H 2.9217 -1.7130 -0.1087
10 H 2.5935 -0.4793 1.1383
11 H 1.9434 -0.1683 -0.5655
12 H -2.0187 2.8433 -0.3409
13 H -1.7380 1.8241 -1.5880



A cluster of 2 separate species, C3H5I3 in total at a distorted geometry, computed with the ωB97M-V functional and the def2-TZVPD basis.

Summary:
- Gap between HOMO and LUMO (spin up / spin down): 7.9 / 7.4 eV
- HOMO energy (spin up / spin down): -0.28227 / -0.34836 hartree
- E_LUMO (spin up / spin down): 0.18 / -2.10 eV
- <S²>: 2.020
- Net charge: 0
- Spin multiplicity: 3

Cartesian coordinates (Å):
1 C -1.5693 0.6634 -0.5263
2 C 1.2641 -0.3860 -0.2897
3 C 0.5534 -0.0631 0.9245
4 I -2.8108 -1.0544 -0.2702
5 I 2.8582 -1.9500 -0.0921
6 I 0.9613 1.5281 2.1335
7 H -1.4735 0.9303 -1.5548
8 H -2.0403 1.4466 -0.0284
9 H 0.5125 -0.7412 -1.0037
10 H 1.7932 0.5020 -0.7038
11 H -0.0487 -0.8756 1.4108



A cluster of 2 separate species, C3H5IN2O in total at a distorted geometry, computed with the ωB97M-V functional and the def2-TZVPD basis.

Summary:
- Gap between HOMO and LUMO: 9.4 eV
- SMILES: N#[N+][O-].C/C=C/I
- HOMO energy: -0.32886 hartree
- E_LUMO: 0.45 eV
- Net charge: 0
- Spin multiplicity: 1
- Energy relative to the best compared isomer or geometry (same formula, charge and spin): 2.183 eV

Cartesian coordinates (Å):
1 C -0.6718 -0.4597 -0.2081
2 C -1.6844 -0.5185 0.6234
3 C 0.8142 -0.4003 -0.0521
4 N -1.6867 4.1284 -0.6496
5 N -1.8290 3.1385 -0.1366
6 O -2.1104 2.1294 0.3121
7 I -3.7774 -0.5442 0.0806
8 H -0.8301 -0.3967 -1.2907
9 H -1.6295 -0.4600 1.6774
10 H 1.1430 0.5765 -0.4918
11 H 1.2827 -1.2195 -0.6956
12 H 1.2500 -0.7428 0.9771



An isolated molecule of C3H5IO at a distorted geometry, computed with the ωB97M-V functional and the def2-TZVPD basis.

Summary:
- Gap between HOMO and LUMO: 9.7 eV
- SMILES: C=C(I)CO
- HOMO energy: -0.33432 hartree
- E_LUMO: 0.61 eV
- Net charge: 0
- Spin multiplicity: 1
- Energy relative to the best compared isomer or geometry (same formula, charge and spin): 1.534 eV

Cartesian coordinates (Å):
1 C -1.4785 -0.0737 -0.8734
2 C -0.3038 -0.4663 -0.4352
3 C 0.7345 0.6672 0.4904
4 O 1.1334 0.2670 1.6817
5 I 0.6485 -2.1815 -1.0642
6 H -2.0629 -0.7384 -1.5195
7 H -1.9559 0.7087 -0.3355
8 H -0.1221 1.3023 0.6328
9 H 1.4224 0.7981 -0.2982
10 H 1.9845 -0.2834 1.7211



A cluster of 2 separate species, C3H5IO in total at a distorted geometry, computed with the ωB97M-V functional and the def2-TZVPD basis.

Summary:
- Gap between HOMO and LUMO: 10.0 eV
- SMILES: C=CC=O.I
- HOMO energy: -0.36832 hartree
- E_LUMO: -0.05 eV
- Net charge: 0
- Spin multiplicity: 1
- Energy relative to the best compared isomer or geometry (same formula, charge and spin): 1.043 eV

Cartesian coordinates (Å):
1 C 1.1230 0.3866 0.1088
2 C 1.1682 -0.8674 -0.3564
3 C -0.0264 -1.7876 -0.3395
4 O -1.0998 -1.5113 0.1877
5 I 5.9902 0.1694 -0.0268
6 H 1.9274 1.0248 0.0761
7 H 0.3918 0.9069 0.6513
8 H 2.1290 -1.3162 -0.5220
9 H 0.0770 -2.6290 -0.9946
10 H 5.1911 1.1610 -1.0077



A structure of composition C3H5IO2 at a distorted geometry, computed with the ωB97M-V functional and the def2-TZVPD basis.

Summary:
- Gap between HOMO and LUMO: 9.1 eV
- HOMO energy: -0.34769 hartree
- E_LUMO: -0.34 eV
- Net charge: 0
- Spin multiplicity: 1
- Energy relative to the best compared isomer or geometry (same formula, charge and spin): 2.476 eV

Cartesian coordinates (Å):
1 C -1.3608 -0.8386 0.4896
2 C -0.9146 -0.2301 -0.5756
3 C 0.4963 0.4217 -0.5354
4 O 0.4283 1.4777 0.3867
5 O 1.3415 -0.6215 -0.0185
6 I 3.1875 -0.1331 0.0747
7 H -2.4654 -1.0542 0.5771
8 H -0.5540 -1.1605 1.2031
9 H -1.5013 0.1391 -1.2952
10 H 0.6753 0.6723 -1.5707
11 H 0.6672 1.3273 1.2641



A cluster of 2 separate species, C3H5IOS in total at a distorted geometry, computed with the ωB97M-V functional and the def2-TZVPD basis.

Summary:
- Gap between HOMO and LUMO (spin up / spin down): 8.4 / 8.4 eV
- SMILES: CC=S.O=CI
- HOMO energy (spin up / spin down): -0.32651 / -0.32651 hartree
- E_LUMO (spin up / spin down): -0.52 / -0.52 eV
- Net charge: 0
- Spin multiplicity: 1
- Energy relative to the best compared isomer or geometry (same formula, charge and spin): 1.441 eV

Cartesian coordinates (Å):
1 C -2.7454 -0.0233 0.4367
2 C 1.9122 0.4433 -0.0185
3 C 1.0504 -0.4952 -0.8302
4 O -3.3428 0.4565 -0.4445
5 S 0.1390 -1.7981 -0.3390
6 I -1.7441 0.9708 2.1391
7 H 1.3855 1.4864 0.1011
8 H 2.9624 0.5324 -0.5110
9 H 2.0620 0.0276 0.9392
10 H 1.0519 -0.4323 -1.9451
11 H -2.7311 -1.1680 0.4722



A structure of composition C3H5InO3 at a distorted geometry, computed with the ωB97M-V functional and the def2-TZVPD basis.

Summary:
- Gap between HOMO and LUMO (spin up / spin down): 5.9 / 7.1 eV
- HOMO energy (spin up / spin down): -0.71921 / -0.73951 hartree
- E_LUMO (spin up / spin down): -13.64 / -12.99 eV
- Net charge: +2
- Spin multiplicity: 1
- Energy relative to the best compared isomer or geometry (same formula, charge and spin): 3.856 eV

Cartesian coordinates (Å):
1 H 1.4373 0.6666 -1.0664
2 C 0.5882 1.1538 -0.4090
3 C 0.9796 0.2544 0.7183
4 O 0.4448 -1.0687 0.2404
5 C -0.7598 -1.2794 -0.1755
6 O -1.3760 -2.0242 0.7167
7 H 0.9209 2.1654 -0.1035
8 H 0.3746 0.4631 1.6101
9 H -2.2986 -2.1208 0.4525
10 H 2.0483 0.3208 0.9558
11 In -1.7425 0.2284 -1.9001
12 O -0.6168 1.2405 -1.0394



A structure of composition C3H5InO4 at a distorted geometry, computed with the ωB97M-V functional and the def2-TZVPD basis.

Summary:
- Gap between HOMO and LUMO (spin up / spin down): 8.1 / 5.1 eV
- HOMO energy (spin up / spin down): -0.47271 / -0.47217 hartree
- E_LUMO (spin up / spin down): -4.71 / -7.71 eV
- <S²>: 0.756
- Net charge: +1
- Spin multiplicity: 2
- Energy relative to the best compared isomer or geometry (same formula, charge and spin): 0.897 eV

Cartesian coordinates (Å):
1 O -0.3640 2.0068 1.0370
2 C 0.2124 1.7188 -0.0154
3 C -1.4083 -0.1240 1.3074
4 O 1.3864 1.9399 -0.3781
5 O -0.2608 0.5562 -0.6737
6 C -1.0084 -0.3933 0.0296
7 H -2.4780 -0.0862 1.5122
8 H -0.6833 -0.1537 2.1210
9 H -1.6609 -0.9186 -0.6711
10 H 0.8919 -1.5642 -0.2312
11 O 1.7315 -1.2874 -0.8847
12 H 2.1535 -2.0753 -1.2379
13 In 1.4879 0.3810 -1.9152



A structure of composition C3H5MnO3 at a distorted geometry, computed with the ωB97M-V functional and the def2-TZVPD basis.

Summary:
- Gap between HOMO and LUMO (spin up / spin down): 8.9 / 8.6 eV
- HOMO energy (spin up / spin down): -0.91144 / -0.91142 hartree
- E_LUMO (spin up / spin down): -15.88 / -16.22 eV
- <S²>: 8.752
- Net charge: +3
- Spin multiplicity: 6

Cartesian coordinates (Å):
1 O -0.8102 1.1770 -2.3109
2 C -0.7187 2.1488 -3.1055
3 C 0.4754 2.4843 -3.8511
4 H -1.5574 2.8518 -3.0292
5 H 1.3722 1.9554 -3.5160
6 H 0.5942 3.5804 -3.7856
7 H 0.2521 2.2923 -4.9153
8 O -0.3374 0.4513 0.2582
9 C -1.3729 0.9826 0.2296
10 O -2.5319 1.1642 0.2548
11 Mn -4.3953 1.0139 0.6640
12 H 0.0305 0.8358 -1.7304



An isolated molecule of C3H5N at a distorted geometry, computed with the ωB97M-V functional and the def2-TZVPD basis.

Summary:
- Gap between HOMO and LUMO: 10.2 eV
- SMILES: C=CN=C
- HOMO energy: -0.34303 hartree
- E_LUMO: 0.88 eV
- Net charge: 0
- Spin multiplicity: 1
- Energy relative to the best compared isomer or geometry (same formula, charge and spin): 1.295 eV

Cartesian coordinates (Å):
1 C -0.6541 0.6647 0.1612
2 C 0.5432 1.2254 -0.0084
3 C -0.0859 -1.5613 -0.0600
4 N -0.8148 -0.6956 0.5025
5 H -1.5633 1.2439 0.1777
6 H 1.4776 0.6899 0.0733
7 H 0.6331 2.2890 -0.1804
8 H -0.1317 -2.6072 0.1925
9 H 0.5960 -1.2489 -0.8584



An isolated molecule of C3H5N at a distorted geometry, computed with the ωB97M-V functional and the def2-TZVPD basis.

Summary:
- Gap between HOMO and LUMO: 10.3 eV
- SMILES: C#CCN
- HOMO energy: -0.34418 hartree
- E_LUMO: 0.89 eV
- Net charge: 0
- Spin multiplicity: 1
- Energy relative to the best compared isomer or geometry (same formula, charge and spin): 2.771 eV

Cartesian coordinates (Å):
1 C -0.4243 -0.4059 -0.3241
2 C 0.9131 -0.3007 0.2944
3 C 2.0520 -0.2409 0.7560
4 H -1.5021 1.1301 0.5130
5 H -1.6729 0.9606 -1.2589
6 H -1.1110 -1.1231 0.2960
7 H -0.1862 -0.8682 -1.2633
8 H 2.8920 0.0097 1.3813
9 N -0.9605 0.8384 -0.3945



A cluster of 2 separate species, C3H5N in total at a distorted geometry, computed with the ωB97M-V functional and the def2-TZVPD basis.

Summary:
- Gap between HOMO and LUMO: 11.7 eV
- HOMO energy: -0.41975 hartree
- E_LUMO: 0.31 eV
- Net charge: 0
- Spin multiplicity: 1
- Energy relative to the best compared isomer or geometry (same formula, charge and spin): 4.725 eV

Cartesian coordinates (Å):
1 C -0.9990 0.5519 -1.6615
2 C 0.2979 -0.0517 -0.4662
3 C 0.2846 -0.5948 1.0111
4 N -1.5627 1.4083 -2.2675
5 H 0.3643 0.9194 -0.1212
6 H 1.2762 -0.2058 -1.0478
7 H 1.0370 -0.1172 1.5755
8 H -0.1628 -1.9585 1.3995
9 H -0.5355 0.0483 1.5781



The ion C3H5N2 with charge +1 at a distorted geometry, computed with the ωB97M-V functional and the def2-TZVPD basis.

Summary:
- Gap between HOMO and LUMO (spin up / spin down): 8.9 / 7.6 eV
- HOMO energy (spin up / spin down): -0.45346 / -0.59541 hartree
- E_LUMO (spin up / spin down): -3.48 / -8.62 eV
- <S²>: 2.005
- Net charge: +1
- Spin multiplicity: 3
- Energy relative to the best compared isomer or geometry (same formula, charge and spin): 5.080 eV

Cartesian coordinates (Å):
1 C -0.9390 0.2410 0.2466
2 C 0.4444 -0.0733 0.7428
3 C 0.1946 0.4006 -0.7295
4 N 1.1748 0.9648 0.2631
5 N 0.8195 -0.9167 -0.5481
6 H -1.7616 -0.4447 0.0027
7 H -1.4220 1.0913 1.0614
8 H 1.2760 1.9152 0.5909
9 H 1.8605 -0.9826 -0.8060
10 H 0.1951 -1.6871 -0.6872



A cluster of 2 separate species, C3H5N2O in total at a distorted geometry, computed with the ωB97M-V functional and the def2-TZVPD basis.

Summary:
- Gap between HOMO and LUMO: 10.2 eV
- HOMO energy: -0.59324 hartree
- E_LUMO: -5.95 eV
- Net charge: +1
- Spin multiplicity: 1
- Energy relative to the best compared isomer or geometry (same formula, charge and spin): 5.129 eV

Cartesian coordinates (Å):
1 C 2.9587 0.1970 0.4127
2 C -1.6682 -0.3717 -0.3589
3 C -0.9630 0.8253 0.1292
4 N 0.5730 -1.2324 0.0600
5 N -0.3116 -0.4127 0.0351
6 O 3.9910 0.1582 -0.0496
7 H -0.7097 1.7166 -0.4265
8 H -2.4687 -0.6902 0.3421
9 H -1.6918 -0.6450 -1.4019
10 H -1.3181 1.2847 1.0437
11 H 1.6085 -0.8298 0.2142



The ion C3H5N2O2 with charge -1 at a distorted geometry, computed with the ωB97M-V functional and the def2-TZVPD basis.

Summary:
- Gap between HOMO and LUMO: 7.7 eV
- SMILES: [O-][N+]([O-])=NC1CC1
- HOMO energy: -0.12938 hartree
- E_LUMO: 4.15 eV
- Net charge: -1
- Spin multiplicity: 1
- Energy relative to the best compared isomer or geometry (same formula, charge and spin): 2.981 eV

Cartesian coordinates (Å):
1 C 0.7189 0.3666 1.1687
2 C 1.5262 0.1761 -0.0923
3 C 0.0262 0.2867 -0.1599
4 N -0.7008 -0.8772 -0.3991
5 N -1.9278 -0.8175 -0.7139
6 O -2.5899 0.2294 -0.6961
7 O -2.4571 -1.8851 -1.0587
8 H 0.6210 -0.5075 1.9445
9 H 0.8751 1.4796 1.5668
10 H 2.0740 1.1214 -0.3764
11 H 2.0421 -0.7400 -0.4028
12 H -0.2080 1.1674 -0.7808



A cluster of 2 separate species, C3H5N2O2S in total at a distorted geometry, computed with the ωB97M-V functional and the def2-TZVPD basis.

Summary:
- Gap between HOMO and LUMO (spin up / spin down): 6.6 / 6.6 eV
- HOMO energy (spin up / spin down): -0.47187 / -0.47187 hartree
- E_LUMO (spin up / spin down): -6.29 / -6.29 eV
- Net charge: +1
- Spin multiplicity: 1
- Energy relative to the best compared isomer or geometry (same formula, charge and spin): 5.125 eV

Cartesian coordinates (Å):
1 C 2.1550 0.3160 -0.0768
2 C -0.2197 0.2625 -0.0810
3 C 0.0071 -1.2307 0.1650
4 N 1.1039 1.0143 -0.1535
5 N 4.9146 0.2330 -0.0217
6 O 5.0526 1.2398 0.4356
7 O 4.9079 -0.7686 -0.5307
8 S 1.8515 -1.3976 0.2313
9 H -0.6357 0.6847 -1.1942
10 H -0.7399 0.8841 0.6902
11 H -0.3071 -1.5691 1.2531
12 H -0.4528 -1.8207 -0.5861
13 H 1.0825 2.0014 -0.4533



| no. | electronic energy (hartree) |
| --- | --- |
| 1 | -690.4364 |
| 2 | -1613.9785 |
| 3 | -1681.1158 |
| 4 | -917.7999 |
| 5 | -1010.2240 |
| 6 | -599.6404 |
| 7 | -490.1566 |
| 8 | -490.1746 |
| 9 | -565.3802 |
| 10 | -888.3644 |
| 11 | -532.2137 |
| 12 | -607.9902 |
| 13 | -1492.6880 |
| 14 | -172.0075 |
| 15 | -171.9532 |
| 16 | -171.8814 |
| 17 | -226.2118 |
| 18 | -301.6408 |
| 19 | -377.1805 |
| 20 | -774.9794 |